15
Properties=species:S:1:pos:R:3 method="wB97M-V/def2-TZVPD" orbital_gap_ev="8.44 / 7.18" smiles="C1=C[C@H]2C[NH2+]C2=C1" total_charge=+1
C -2.2148 0.2675 0.0784
C -0.9332 1.0077 0.3046
C -0.0227 0.7966 -0.7319
C 1.3713 0.5303 -0.2301
N 0.9916 -0.8727 0.2359
C -0.2575 -0.7309 -0.5945
C -1.7269 -0.9322 -0.2160
H -3.2612 0.4785 0.2140
H -0.6292 1.2847 1.3940
H -0.0917 1.2970 -1.7787
H 2.2579 0.4368 -0.8148
H 1.7323 0.9593 0.7389
H 1.6511 -1.5325 -0.1733
H 0.7803 -1.0741 1.2995
H -2.3637 -1.7662 -0.2794

---

15
Properties=species:S:1:pos:R:3 method="wB97M-V/def2-TZVPD" orbital_gap_ev=9.87 total_charge=+1
C 2.2529 -1.1475 -0.5538
C 1.5909 -1.2680 0.7407
C -1.9652 -0.8500 -0.7520
C -1.7768 -1.3922 0.3259
C 0.5202 1.0308 -0.3822
C 1.2596 -0.2657 -0.2745
N -0.3461 1.1467 0.8337
H 2.8391 -1.6116 -1.4344
H -1.9980 -0.1463 -1.5632
H 0.2390 1.2960 1.6609
H -1.6119 -1.9852 1.2235
H 1.1198 1.9680 -0.6439
H -0.2903 0.9020 -1.1766
H -0.9129 1.9849 0.9381
H -0.9202 0.3381 1.0578

---

15
Properties=species:S:1:pos:R:3 method="wB97M-V/def2-TZVPD" orbital_gap_ev=8.18 total_charge=+1
C -0.0067 -0.5510 -0.3791
C -3.0684 0.8314 -0.2431
C -1.3486 -0.8587 0.1086
C 2.4628 0.4411 -0.6363
C 2.3252 -0.1872 0.6868
C 1.0945 -0.0021 -0.2847
N -2.7092 -0.1949 0.3309
H -4.1169 1.2196 0.0208
H -2.3494 1.5625 -0.8408
H -1.6054 -1.8648 -0.3009
H -0.9892 -1.1015 1.1047
H 2.5680 1.4707 -0.6402
H 2.9710 0.1090 -1.6046
H 2.5466 -1.2549 1.0297
H 2.2256 0.3807 1.6481